Below is a structure of composition C4H4CuO at a distorted geometry, with properties calculated with ωB97M-V/def2-TZVPD.

Atoms and positions in Å:
H -1.92 0.84 1.56
C 1.22 -1.85 -0.79
C 1.20 -0.57 -0.40
C 0.00 0.13 -0.03
C -0.94 0.91 -0.01
O -1.82 1.48 0.77
Cu -2.33 3.84 1.19
H 0.30 -2.43 -0.89
H 2.16 -2.36 -0.99
H 2.12 0.01 -0.39

The energy is -50887.5888 eV. The HOMO energy is -12.443 eV. Its net charge is +1. The value obtained for the energy above the lowest of the compared OMol25 structures with the same formula, charge and spin is 1.682 eV. For the molar mass, the calculation gives 131.62 g/mol. The LUMO energy comes out at -6.8085 eV.